Record 1
The following is a DFT calculation (the ωB97M-V functional and the def2-TZVPD basis) of a molecular structure, C25H36AsCsN2O8PS.

Values from the calculation:
**HOMO**: -4.3 eV
**Total charge**: -1
**F_max**: 0.0064 hartree/bohr
**ΔE to the lowest compared entry with this formula, charge and spin**: 49.08 kJ/mol
**LUMO level**: 2.01 eV

The geometry in XYZ format:
```
75
C25H36AsCsN2O8PS, DFT the ωB97M-V functional and the def2-TZVPD basis
Cs 0.191 0.449 0.814
C 2.556 2.872 -0.881
O 2.625 1.482 -0.591
C 3.850 0.890 -0.600
C 5.040 1.568 -0.825
C 6.244 0.867 -0.829
C 6.269 -0.495 -0.605
C 5.076 -1.172 -0.367
C 3.867 -0.498 -0.369
N 2.628 -1.131 -0.071
N 2.627 -2.336 -0.435
C 1.564 -3.172 -0.183
C 0.607 -3.061 0.884
O 0.571 -2.142 1.749
C -0.370 -4.134 0.981
C -0.393 -5.192 0.149
C 0.577 -5.340 -0.892
C 0.558 -6.457 -1.748
C 1.490 -6.610 -2.741
C 2.473 -5.619 -2.899
C 2.503 -4.516 -2.085
C 1.559 -4.337 -1.042
H 3.018 3.091 -1.847
H 3.049 3.461 -0.103
H 1.501 3.133 -0.931
H 5.043 2.634 -1.003
H 7.167 1.408 -1.004
H 7.208 -1.034 -0.600
H 5.063 -2.235 -0.170
H -1.097 -4.022 1.778
H -1.153 -5.959 0.261
H -0.216 -7.204 -1.603
H 1.467 -7.472 -3.395
H 3.216 -5.719 -3.682
H 3.257 -3.756 -2.233
O -1.278 -0.116 3.571
H -0.867 -0.919 3.217
H -2.191 -0.144 3.246
C -1.382 5.572 3.871
As -0.444 4.881 2.331
C 0.619 3.422 3.019
C -1.799 4.053 1.248
S 0.719 6.343 1.408
H -1.968 4.795 4.360
H -2.031 6.376 3.530
H -0.643 5.981 4.557
H 0.010 2.699 3.562
H 1.406 3.843 3.640
H 1.079 2.960 2.146
H -2.335 3.315 1.846
H -1.352 3.567 0.377
H -2.482 4.830 0.907
C -0.728 2.139 -3.835
O -1.853 1.561 -3.181
C -1.882 1.633 -1.773
O -0.915 2.226 -1.281
H -0.877 1.993 -4.904
H 0.205 1.658 -3.530
H -0.638 3.206 -3.619
C -5.099 1.908 -0.583
O -4.804 0.587 -0.121
P -3.381 0.381 0.660
O -3.911 -0.223 2.105
C -4.766 -1.365 2.168
O -2.926 -1.052 0.034
C -3.123 -1.440 -1.329
H -5.970 1.827 -1.232
H -4.252 2.302 -1.149
H -5.340 2.567 0.255
H -5.039 -1.508 3.212
H -4.246 -2.249 1.798
H -5.666 -1.199 1.575
H -2.334 -2.152 -1.569
H -3.052 -0.575 -1.987
H -4.095 -1.925 -1.433
```

=====

Record 2
The following is a DFT calculation (the ωB97M-V functional and the def2-TZVPD basis) of a molecular structure, C25H36AsN7OPS4Tc in a non-equilibrium geometry.

Values from the calculation:
**HOMO**: -13.4 eV
**Total charge**: +2
**F_max**: 0.0482 hartree/bohr
**ΔE to the lowest compared entry with this formula, charge and spin**: 54.35 kJ/mol
**LUMO level**: -6.90 eV

The geometry in XYZ format:
```
76
C25H36AsN7OPS4Tc, DFT the ωB97M-V functional and the def2-TZVPD basis
Tc -0.497 -0.122 -0.651
C 2.223 3.548 2.846
C 1.063 4.211 2.442
C 0.192 3.594 1.558
C 0.554 2.375 0.955
C 1.662 1.675 1.382
C 2.482 2.292 2.359
N -0.290 1.905 -0.107
N -1.059 2.729 -0.636
C -2.020 2.189 -1.474
C -2.861 3.038 -2.165
C -3.766 2.484 -3.030
C -3.910 1.088 -3.002
C -2.995 0.347 -2.290
N -1.988 0.876 -1.577
H 2.873 4.019 3.577
H 0.769 5.159 2.869
H -0.745 3.987 1.278
H 1.944 0.718 0.979
H 3.250 1.729 2.819
H -2.646 4.092 -2.029
H -4.399 3.113 -3.618
H -4.692 0.607 -3.590
H -3.005 -0.731 -2.346
S 1.214 -3.965 -4.377
As 2.861 -3.769 -2.932
S 0.268 -1.856 -2.218
S 1.795 -2.738 -1.159
S 2.482 -2.261 -4.508
C -0.505 -0.137 -4.827
C 0.622 0.799 -4.324
C 1.095 1.739 -5.228
C 2.189 2.526 -4.861
C 2.768 2.388 -3.634
C 2.317 1.427 -2.729
C 3.083 1.341 -1.464
C 1.225 0.665 -3.076
N 0.562 -0.142 -2.105
H -0.011 -0.958 -5.422
H -1.166 0.352 -5.556
H -1.136 -0.572 -4.094
H 0.690 1.826 -6.232
H 2.622 3.225 -5.574
H 3.702 2.926 -3.507
H 4.174 1.354 -1.705
H 2.818 0.475 -0.860
H 2.997 2.202 -0.840
C -2.785 -1.831 3.728
N -1.621 -1.063 3.266
C -1.465 0.174 4.043
P -0.485 -1.635 2.292
O -0.157 -0.643 1.204
N 0.827 -1.713 3.233
C 2.194 -1.633 2.649
C 0.679 -2.281 4.559
N -0.995 -3.056 1.627
C -0.509 -4.331 2.125
C -2.177 -3.245 0.804
H -2.738 -1.953 4.807
H -2.766 -2.845 3.312
H -3.718 -1.369 3.440
H -1.543 0.092 5.119
H -2.183 0.935 3.728
H -0.474 0.638 3.855
H 2.102 -1.367 1.588
H 2.771 -2.566 2.736
H 2.745 -0.845 3.201
H -0.313 -2.620 4.717
H 0.907 -1.589 5.344
H 1.366 -3.116 4.738
H 0.434 -4.245 2.625
H -0.384 -5.041 1.297
H -1.175 -4.798 2.820
H -2.688 -2.291 0.765
H -2.783 -3.975 1.285
H -1.873 -3.555 -0.223
```

=====

Record 3
The following is a DFT calculation (the ωB97M-V functional and the def2-TZVPD basis) of 3 unconnected molecules or ions with the total composition C25H36BCl2F2NO5 in a non-equilibrium geometry.

Values from the calculation:
**HOMO**: -9.1 eV
**Total charge**: 0
**F_max**: 0.0482 hartree/bohr
**LUMO level**: 0.28 eV
**SMILES**: [H]/N=C(/C)C[C@@H](O[C@](Cl)(CCOCC)[C@@H](Cl)OC)B(O)OCC.Fc1ccccc1.Fc1ccccc1

The geometry in XYZ format:
```
72
C25H36BCl2F2NO5, DFT the ωB97M-V functional and the def2-TZVPD basis
H -3.790 1.618 -0.466
N -4.707 1.476 -0.917
C -4.647 0.312 -1.450
C -5.933 -0.226 -2.181
C -3.427 -0.651 -1.398
C -2.200 -0.201 -2.316
O -1.561 0.881 -1.629
C -1.305 1.999 -2.427
Cl -2.826 2.725 -3.194
C -0.317 1.758 -3.607
C 1.034 1.103 -3.210
O 1.727 1.781 -2.173
C 2.992 1.189 -1.898
C 3.273 1.030 -0.373
C -0.826 3.141 -1.426
Cl -0.121 2.495 0.116
O 0.010 4.049 -2.102
C -0.002 5.318 -1.455
B -1.261 -1.533 -2.391
O -1.048 -2.143 -3.681
O -0.657 -2.114 -1.267
C 0.559 -2.821 -1.570
C 0.346 -4.333 -1.950
H -6.792 0.277 -1.683
H -6.004 -1.307 -1.891
H -5.899 -0.076 -3.278
H -3.711 -1.716 -1.604
H -3.032 -0.647 -0.351
H -2.499 0.005 -3.366
H -0.106 2.688 -4.186
H -0.817 1.069 -4.334
H 1.694 1.144 -4.124
H 0.973 0.019 -2.934
H 3.782 1.858 -2.320
H 3.016 0.165 -2.348
H 2.519 0.390 0.136
H 3.371 1.986 0.187
H 4.262 0.507 -0.268
H -1.735 3.730 -1.142
H -1.038 5.743 -1.443
H 0.654 6.059 -1.957
H 0.348 5.197 -0.403
H -1.859 -2.632 -3.873
H 1.172 -2.821 -0.632
H 1.147 -2.273 -2.343
H 1.263 -4.883 -1.624
H -0.567 -4.777 -1.503
H 0.289 -4.410 -3.065
F 0.330 -2.827 4.358
C -0.332 -1.708 4.007
C -1.417 -1.297 4.762
C -2.096 -0.140 4.401
C -1.689 0.586 3.286
C -0.601 0.159 2.535
C 0.086 -0.992 2.899
H -1.723 -1.880 5.621
H -2.942 0.196 4.988
H -2.222 1.487 3.004
H -0.286 0.721 1.665
H 0.942 -1.335 2.330
F 2.951 -1.307 1.580
C 3.401 -1.284 2.850
C 4.304 -0.307 3.230
C 4.762 -0.281 4.541
C 4.321 -1.236 5.451
C 3.417 -2.214 5.053
C 2.949 -2.236 3.745
H 4.641 0.423 2.505
H 5.463 0.483 4.853
H 4.682 -1.216 6.472
H 3.076 -2.959 5.761
H 2.237 -2.985 3.420
```